# C10H16N3O

An isolated ion of composition C10H16N3O and charge +1 at a distorted geometry (wB97M-V/def2-TZVPD, the Open Molecules 2025 dataset).

Values from the calculation:
**Net charge**: +1
**Total energy**: -629.74450 hartree
**Relative energy (zero: lowest compared OMol25 entry of this formula, charge and spin)**: 96.6 kcal/mol
**HOMO energy**: -12.65 eV
**E_LUMO**: -4.269 eV

Cartesian coordinates (Å):
O 2.03 1.24 0.52
N 0.35 -3.27 1.22
N -0.66 -2.38 -0.84
N -0.27 -1.30 -0.61
C 1.57 0.20 -0.14
C 0.23 -0.37 0.10
C -2.33 2.07 0.16
C 3.26 1.54 0.11
C -0.64 0.41 0.93
C -0.80 1.96 0.43
C 3.65 0.70 -0.87
C 2.58 -0.28 -0.96
C -2.64 1.52 -1.24
C -0.55 -3.46 0.14
H -3.67 1.30 -1.52
H -2.27 2.19 -2.08
H -0.21 -4.44 -0.28
H -2.53 3.20 0.26
H -1.68 0.07 1.06
H -0.50 2.48 1.40
H -2.98 1.68 0.94
H 4.69 0.67 -1.27
H 3.77 2.40 0.58
H -0.21 2.17 -0.59
H -0.20 0.48 1.83
H -1.64 -3.53 0.35
H 0.87 -4.12 1.26
H 2.61 -1.02 -1.67
H 0.26 -2.76 2.06
H -2.09 0.62 -1.27

***

# C6H9N3O2

The molecule C6H9N3O2 at a distorted geometry (wB97M-V/def2-TZVPD, the Open Molecules 2025 dataset).

Values from the calculation:
**Total energy**: -548.71814 hartree
**Relative energy (zero: lowest compared OMol25 entry of this formula, charge and spin)**: 64.8 kcal/mol
**HOMO energy**: -8.74 eV
**E_LUMO**: 0.233 eV

Cartesian coordinates (Å):
O -3.40 -0.27 0.27
O 0.34 2.40 0.05
N 0.62 -2.29 -0.16
N -1.61 1.07 -0.14
N -1.30 -1.19 -0.10
C 2.20 0.17 -0.56
C -2.17 -0.18 0.06
C -0.20 1.15 0.03
C -0.01 -1.07 0.00
C 0.78 0.17 -0.02
C 3.32 -0.07 0.55
H 2.70 1.04 -1.00
H 1.59 -2.36 0.02
H 2.21 -0.68 -1.33
H 4.37 0.48 0.18
H 1.36 2.40 -0.29
H 0.20 -3.14 0.12
H -2.14 1.89 -0.17
H 2.88 0.38 1.52
H 3.79 -1.25 0.86

***

# C7H12O

An isolated ion of composition C7H12O and charge +1 at a distorted geometry (wB97M-V/def2-TZVPD, the Open Molecules 2025 dataset).

Values from the calculation:
**Net charge**: +1
**Spin multiplicity**: 2
**Total energy**: -348.74624 hartree
**Relative energy (zero: lowest compared OMol25 entry of this formula, charge and spin)**: 28.8 kcal/mol
**HOMO energy (spin up / spin down)**: -12.12 / -14.94 eV
**E_LUMO (spin up / spin down)**: -6.589 / -6.519 eV

Cartesian coordinates (Å):
O 3.94 -0.25 0.42
C 0.41 0.51 -0.03
C -3.06 -1.08 0.73
C -0.61 -0.04 -0.94
C 2.80 0.38 0.59
C -2.94 0.39 0.18
C -2.05 0.29 -1.02
C 1.69 0.02 -0.12
H -3.24 -1.22 1.78
H 0.15 1.31 0.65
H 2.72 1.08 1.41
H -3.96 0.54 -0.13
H -0.24 0.16 -1.96
H -3.74 -1.68 0.12
H -2.25 0.96 -1.85
H -2.63 1.11 0.94
H -2.09 -1.59 0.63
H 4.52 0.16 -0.24
H -0.42 -1.13 -0.87
H 1.90 -0.75 -0.85

***

# C27H32GeMnN4S

C27H32GeMnN4S as an isolated structure at a distorted geometry (wB97M-V/def2-TZVPD, the Open Molecules 2025 dataset).

Values from the calculation:
**Net charge**: +3
**Spin multiplicity**: 5
**Total energy**: -4892.05261 hartree
**Relative energy (zero: lowest compared OMol25 entry of this formula, charge and spin)**: 54.7 kcal/mol
**HOMO energy (spin up / spin down)**: -16.42 / -16.42 eV
**E_LUMO (spin up / spin down)**: -12.628 / -12.856 eV

Cartesian coordinates (Å):
Ge -1.61 1.04 -0.70
Mn 0.90 1.17 -1.00
S 0.71 5.37 -2.13
N 1.93 -0.24 -0.24
N 7.11 -6.12 3.83
N 0.88 2.45 0.56
N 3.24 -1.95 0.17
C 1.21 3.06 2.84
C 2.78 -2.12 -1.12
C 1.02 4.76 1.16
C 0.68 3.94 -1.22
C 0.41 3.14 -3.39
C 3.80 -4.20 0.93
C -4.46 -2.83 1.65
C 0.50 4.48 -3.58
C -3.72 0.69 -2.80
C 4.59 -5.05 1.67
C 6.49 -5.42 3.17
C -4.86 1.63 -2.42
C -3.05 -2.51 1.17
C 4.10 -2.84 0.89
C 0.52 2.79 -2.01
C 1.98 -1.05 -1.37
C 5.20 -2.33 1.56
C -2.32 1.28 -2.55
C -2.97 -1.05 0.66
C 1.04 2.11 1.85
C -5.11 1.71 -0.92
C 0.86 3.76 0.21
C 6.00 -3.18 2.30
C 1.20 4.41 2.48
C -1.60 -0.85 0.00
C 5.69 -4.54 2.37
C 2.72 -0.82 0.67
H 6.87 -2.80 2.82
H -5.18 -2.80 0.84
H -3.77 0.48 -3.88
H -2.30 2.35 -2.77
H 0.28 2.45 -4.21
H 1.43 -0.81 -2.28
H -1.46 -1.52 -0.85
H -4.18 1.96 -0.39
H -1.59 0.79 -3.20
H -0.79 -1.02 0.71
H -5.77 1.27 -2.90
H 4.37 -6.10 1.72
H 0.44 5.01 -4.53
H 0.99 5.80 0.85
H -2.77 -3.20 0.38
H -3.78 -0.88 -0.05
H 3.07 -2.95 -1.74
H 1.33 5.17 3.24
H -3.11 -0.36 1.50
H -5.83 2.49 -0.69
H 1.34 2.75 3.86
H -4.47 -3.83 2.08
H -4.67 2.62 -2.84
H -2.33 -2.64 1.99
H 1.00 1.06 2.10
H -4.79 -2.13 2.42
H -3.85 -0.28 -2.30
H 2.94 -4.58 0.39
H -2.17 1.96 0.39
H 5.45 -1.28 1.49
H -5.48 0.77 -0.52
H 2.91 -0.46 1.66

***

# C11H17BN6Sr

C11H17BN6Sr as an isolated structure at a distorted geometry (wB97M-V/def2-TZVPD, the Open Molecules 2025 dataset).

Values from the calculation:
**Total energy**: -813.33368 hartree
**Relative energy (zero: lowest compared OMol25 entry of this formula, charge and spin)**: 13.0 kcal/mol
**HOMO energy (spin up / spin down)**: -6.52 / -7.61 eV
**E_LUMO (spin up / spin down)**: -0.687 / -2.390 eV

Cartesian coordinates (Å):
Sr -1.21 -1.14 -0.65
N 1.98 0.51 -0.92
N 0.66 -0.80 1.47
N -0.88 1.20 -0.04
N 1.15 -0.50 -1.38
N 0.21 2.00 0.26
N 1.55 0.26 1.56
C -2.88 -1.28 -2.80
C -1.58 3.33 0.14
C -0.19 3.29 0.36
C 1.76 -0.95 3.42
C -1.96 2.01 -0.11
C 3.01 0.67 -1.78
C 2.22 0.17 2.73
C 1.69 -0.97 -2.53
C -3.05 -1.91 1.40
C 2.87 -0.25 -2.82
C 0.78 -1.53 2.59
B 1.60 1.29 0.38
H 0.50 4.11 0.55
H -3.46 -0.89 1.38
H 2.97 0.88 3.02
H 0.19 -2.41 2.80
H 2.45 2.09 0.63
H 3.77 1.41 -1.64
H -2.52 -2.13 2.34
H 1.24 -1.77 -3.12
H 3.51 -0.40 -3.67
H -1.19 -3.86 0.29
H -3.70 -1.13 -3.51
H -3.73 -2.70 1.08
H -2.21 4.19 0.13
H 2.07 -1.30 4.38
H -2.95 1.63 -0.32
H -1.93 -0.76 -3.09
H -2.77 -2.36 -2.52

***

# C3H4ClNS

A 2-piece molecular cluster, C3H4ClNS overall at a distorted geometry (wB97M-V/def2-TZVPD, the Open Molecules 2025 dataset).

Values from the calculation:
**Total energy**: -1029.69754 hartree
**Relative energy (zero: lowest compared OMol25 entry of this formula, charge and spin)**: 83.2 kcal/mol
**HOMO energy (spin up / spin down)**: -8.66 / -8.66 eV
**E_LUMO (spin up / spin down)**: -0.703 / -0.703 eV

Cartesian coordinates (Å):
Cl -1.22 -0.99 2.74
S 1.34 -2.31 -0.44
N 0.48 -1.88 0.73
C -0.12 -1.15 1.44
C -0.39 0.74 -0.26
C 0.32 1.29 -1.25
H -1.05 -0.10 -0.20
H -0.43 1.19 0.66
H 0.28 0.96 -2.30
H 0.80 2.26 -1.10

***

# C5H10O

The molecule C5H10O (wB97M-V/def2-TZVPD, the Open Molecules 2025 dataset).

Values from the calculation:
**Total energy**: -271.70023 hartree
**Relative energy (zero: lowest compared OMol25 entry of this formula, charge and spin)**: 32.9 kcal/mol
**HOMO energy**: -9.64 eV
**E_LUMO**: 1.054 eV

Cartesian coordinates (Å):
O 0.67 -1.03 0.36
C -0.33 1.18 0.84
C 1.11 1.36 0.41
C -0.13 0.17 -1.59
C -0.42 -1.89 0.63
C 0.30 0.22 -0.14
H -1.07 -1.48 1.42
H -1.04 -2.11 -0.25
H 1.87 1.10 1.14
H -0.88 -0.61 -1.71
H 0.01 -2.84 0.98
H -1.07 1.89 0.48
H -0.58 1.11 -1.93
H 0.72 -0.07 -2.24
H -0.51 0.81 1.84
H 1.35 2.19 -0.24

***

# C3H4BrN

C3H4BrN as an isolated structure at a distorted geometry (wB97M-V/def2-TZVPD, the Open Molecules 2025 dataset).

Values from the calculation:
**Total energy**: -2745.36338 hartree
**Relative energy (zero: lowest compared OMol25 entry of this formula, charge and spin)**: 61.9 kcal/mol
**HOMO energy**: -9.84 eV
**E_LUMO**: -1.352 eV

Cartesian coordinates (Å):
Br 3.30 -0.32 0.04
N 0.70 2.02 0.36
C 0.82 -0.31 -0.02
C 0.28 1.03 -0.25
C 0.09 -1.30 0.28
H -0.50 0.97 -1.07
H 0.41 -2.37 0.66
H -0.98 -1.20 0.18
H 0.30 2.94 0.14

***

# C4H11NO3

A 2-piece molecular cluster, C4H11NO3 overall at a distorted geometry (wB97M-V/def2-TZVPD, the Open Molecules 2025 dataset).

Values from the calculation:
**Total energy**: -439.44833 hartree
**Relative energy (zero: lowest compared OMol25 entry of this formula, charge and spin)**: 48.7 kcal/mol
**HOMO energy**: -9.30 eV
**E_LUMO**: 0.445 eV

Cartesian coordinates (Å):
O -1.78 3.05 -0.50
O 1.23 -1.56 1.44
O -0.80 -3.37 0.68
N 0.16 0.38 0.72
C 1.31 -0.43 0.61
C 0.05 1.47 -0.25
C -1.17 2.30 0.20
C -0.07 1.14 -1.74
H -0.88 0.45 -1.98
H -0.70 -0.13 0.59
H -0.25 2.10 -2.23
H 1.60 -0.76 -0.41
H -1.19 -4.28 0.65
H -0.87 -3.11 1.58
H 0.95 2.09 -0.18
H 0.84 0.75 -2.20
H -1.45 2.02 1.24
H 2.22 0.13 0.86
H 0.81 -2.26 0.92

***

# C14H15BeBr2N4O2

C14H15BeBr2N4O2 as an isolated structure (wB97M-V/def2-TZVPD, the Open Molecules 2025 dataset).

Values from the calculation:
**Net charge**: +1
**Total energy**: -6074.70926 hartree
**HOMO energy**: -12.53 eV
**E_LUMO**: -3.188 eV

Cartesian coordinates (Å):
Br -1.79 4.03 0.75
Br -1.66 3.32 -2.44
O -1.97 -1.51 -4.08
O -1.47 0.25 -2.79
N 4.78 -4.49 4.33
N 1.51 0.08 0.51
N -3.00 0.81 -0.67
N -0.08 1.09 -0.61
C 1.09 1.80 -0.78
C 2.39 -3.12 2.17
C 2.08 1.19 -0.09
C 4.23 -3.72 3.68
C -3.84 -0.20 -1.39
C -2.10 -0.89 -3.06
C 0.22 0.06 0.16
C -3.00 -1.35 -1.92
C 3.53 -2.75 2.87
C 4.00 -1.44 2.79
C 3.33 -0.51 2.01
C -1.60 4.68 -1.04
C 1.72 -2.19 1.39
C 2.20 -0.89 1.32
Be -1.50 1.13 -1.58
H -2.42 5.34 -1.26
H -4.63 -0.56 -0.74
H 3.69 0.51 1.98
H -2.37 -1.75 -1.12
H 2.03 -4.14 2.23
H -4.31 0.32 -2.22
H -3.63 -2.16 -2.27
H -0.64 5.17 -1.14
H -0.49 -0.69 0.50
H 0.86 -2.51 0.82
H -2.80 0.48 0.27
H 3.13 1.44 0.00
H -3.55 1.65 -0.52
H 1.15 2.69 -1.39
H 4.89 -1.16 3.34

***

# C50H118N4O11

A 11-piece molecular cluster, C50H118N4O11 overall at a distorted geometry (wB97M-V/def2-TZVPD, the Open Molecules 2025 dataset).

Values from the calculation:
**Net charge**: -1
**Spin multiplicity**: 2
**Total energy**: -3022.05631 hartree
**HOMO energy (spin up / spin down)**: 0.51 / -5.81 eV
**E_LUMO (spin up / spin down)**: 2.024 / 1.945 eV

Cartesian coordinates (Å):
O -1.62 -2.11 7.97
O -5.31 -0.45 2.99
O 0.78 5.83 -3.74
O -5.32 2.60 -1.17
O 0.71 -1.26 -0.20
O 1.70 -6.00 4.83
O -2.36 -3.95 -4.54
O -0.33 0.23 6.67
O 5.95 3.13 5.04
O 3.98 -4.32 -1.83
O 6.59 1.70 -2.91
N -5.48 4.00 -0.99
N 7.31 0.48 -2.86
N 0.49 -0.26 0.69
N -3.47 -3.98 -3.80
C -4.80 -1.98 -4.84
C 5.62 -0.48 -1.16
C 2.13 -5.31 3.71
C 9.43 1.64 -3.24
C -3.53 -6.43 -4.11
C -3.40 -1.03 1.79
C 4.40 -3.71 0.45
C -4.21 4.76 -3.07
C 0.26 1.14 7.50
C -0.22 2.14 1.16
C 3.34 -3.70 -0.72
C 5.42 -1.03 -3.69
C -4.17 -2.64 -3.60
C -5.23 -2.88 -2.45
C -1.71 -3.16 7.08
C 1.03 -5.17 2.69
C 8.75 0.88 -0.84
C -5.92 6.28 -1.78
C -3.07 -1.69 -3.00
C 2.69 -0.36 1.96
C 1.48 1.55 -0.62
C 0.21 1.06 0.10
C 7.24 -2.07 -2.44
C -5.60 3.55 1.37
C -3.43 4.37 0.35
C -1.12 4.50 -4.37
C -6.14 -4.03 -2.68
C 5.04 2.24 4.65
C -4.29 -5.12 -4.18
C -0.97 0.97 -0.91
C 0.67 2.02 2.40
C -6.69 4.37 -3.17
C -5.14 6.78 -0.62
C 1.15 -0.40 1.95
C -4.54 -1.56 2.64
C 0.45 2.50 6.78
C 0.65 -1.80 2.53
C 0.67 0.63 3.00
C -4.95 4.44 0.31
C -0.25 4.99 -3.27
C -4.98 -4.91 -5.48
C 9.37 -0.79 -2.64
C 8.66 -2.00 -1.99
C -0.79 -2.96 5.95
C -5.44 5.89 0.64
C 6.42 -0.75 -2.50
C -5.56 4.85 -2.25
C 3.73 3.01 4.48
C -5.40 -5.32 -3.10
C 8.64 0.55 -2.36
H 5.18 0.51 -1.24
H -1.89 5.19 -4.71
H 6.72 -2.69 -1.72
H 6.18 -0.40 -0.23
H 7.25 -2.55 -3.42
H 5.36 -3.25 0.21
H -5.86 -1.99 -2.39
H -6.96 6.41 -1.46
H -6.50 3.49 -3.78
H -0.11 1.23 8.52
H 0.09 3.13 0.83
H 9.66 1.46 -0.67
H 8.73 0.06 -0.12
H 4.51 -4.78 0.58
H -0.38 -1.82 2.89
H -5.88 -4.30 -5.57
H -6.69 3.54 1.27
H 4.70 -1.07 -1.20
H 1.40 -2.01 3.29
H 4.01 -3.11 1.28
H -3.20 -6.56 -3.08
H 4.77 -1.90 -3.65
H -1.75 3.65 -4.11
H -3.34 -0.66 -2.77
H -0.82 0.11 -1.56
H -0.35 0.42 3.29
H 6.09 3.79 4.35
H -2.80 -1.89 1.50
H -4.77 0.13 3.53
H 1.67 2.39 2.16
H -0.61 -0.56 7.14
H 2.86 2.40 4.25
H 10.47 1.73 -2.96
H 9.01 2.64 -3.08
H -2.53 -2.08 -2.14
H -1.66 -3.95 -3.88
H -1.29 2.17 1.38
H -2.88 -0.19 2.24
H 3.04 0.61 1.60
H -4.06 6.82 -0.78
H 2.31 1.71 0.06
H 3.07 -1.09 1.26
H -5.46 -5.84 -5.81
H 2.46 -6.15 5.39
H 0.41 6.72 -3.72
H -3.10 4.96 1.20
H 7.95 1.60 -0.68
H -1.97 0.80 -0.50
H 5.87 -1.06 -4.69
H -2.23 -1.69 -3.70
H -4.98 -5.69 -2.17
H 4.89 -0.08 -3.80
H 3.68 3.81 3.74
H 1.82 0.97 -1.49
H 6.63 1.93 -3.84
H 3.01 -2.67 -0.84
H 1.32 0.89 7.49
H -6.09 -6.07 -3.47
H -2.92 4.88 -0.46
H 5.31 1.75 3.72
H -4.09 -2.01 3.52
H -2.46 -2.05 8.42
H 1.17 3.11 7.32
H 8.90 -1.98 -0.93
H -5.19 6.24 1.64
H -2.71 -6.60 -4.80
H -3.82 3.75 -2.98
H 9.22 -2.88 -2.33
H 0.88 -2.56 1.78
H -0.99 1.83 -1.58
H -5.89 -2.04 -4.95
H 0.96 2.24 5.85
H 4.89 1.46 5.39
H 9.37 -0.85 -3.73
H 3.01 -5.76 3.26
H 0.72 -6.20 2.52
H 0.26 -2.87 6.24
H 1.19 0.59 3.95
H -4.27 -7.20 -4.32
H -6.79 -4.29 -1.85
H -4.38 -4.54 -6.32
H -6.01 2.18 -0.65
H -4.58 -0.92 -4.92
H 0.22 -4.57 3.10
H -2.72 -3.33 6.70
H 3.49 3.62 5.35
H -0.67 5.48 -2.40
H -0.47 4.12 -5.16
H -6.52 5.75 0.59
H 3.31 -4.69 -2.41
H -7.61 4.03 -2.69
H -5.60 7.76 -0.49
H -3.41 5.46 -2.79
H 3.15 -0.70 2.89
H -0.45 3.07 6.59
H -4.40 4.94 -4.12
H -6.93 5.25 -3.77
H -0.89 -3.89 5.38
H -1.08 -2.14 5.29
H -4.83 -3.05 -1.45
H -5.39 2.49 1.25
H -5.73 7.05 -2.53
H -3.74 -0.52 0.88
H 10.34 -0.69 -2.15
H 2.42 -4.22 -0.46
H -5.18 -2.22 2.05
H 1.26 2.44 -1.22
H 2.42 -4.30 3.98
H -5.27 3.64 2.40
H -0.18 -1.61 -0.24
H 0.38 4.16 -2.93
H 1.52 -4.61 1.89
H 9.49 1.37 -4.29
H -2.99 3.39 0.56
H -4.36 -2.39 -5.75
H 0.44 2.74 3.19
H -6.97 -3.71 -3.31
H -1.30 -4.08 7.49